Density functional theory data (wB97M-V/def2-TZVPD) for a single C9H16N2O2 molecule at a distorted geometry.

The structure (SMILES) is COO/C=N/C=C\N=C\C(C)(C)C. The calculation puts the gap between HOMO and LUMO at 8.71 eV. The calculation puts the energy above the lowest of the compared OMol25 structures with the same formula, charge and spin at 576.2 kJ/mol. Its total energy is -612.3663 Ha. Its LUMO energy is 0.77 eV. The HOMO energy comes out at -7.9385 eV.

Positions of all 29 atoms, in Å:
C1 -2.482 -1.186 1.273
C2 -2.395 -0.268 2.258
C3 -0.932 -0.738 -0.466
C4 -0.820 1.326 1.615
C5 0.451 -2.716 -1.076
C6 1.501 -0.474 -0.689
C7 0.079 -0.845 -2.716
C8 1.789 3.606 1.234
C9 0.270 -1.210 -1.241
N1 -1.504 -1.478 0.371
N2 -1.324 0.561 2.473
O1 0.353 1.923 1.884
O2 0.707 2.814 0.822
H1 -3.254 -1.942 1.325
H2 -3.082 -0.305 3.093
H3 -1.271 0.273 -0.732
H4 -1.251 1.624 0.650
H5 0.513 -2.969 -0.022
H6 1.357 -3.046 -1.580
H7 -0.401 -3.244 -1.496
H8 2.385 -0.761 -1.254
H9 1.375 0.603 -0.766
H10 1.656 -0.732 0.356
H11 0.937 -1.174 -3.300
H12 -0.023 0.233 -2.837
H13 -0.813 -1.323 -3.117
H14 1.520 4.238 2.084
H15 2.008 4.223 0.364
H16 2.655 2.988 1.489